112
Properties=species:S:1:pos:R:3 method="wB97M-V/def2-TZVPD" s_squared=8.807 relative_energy_kj_mol=30.8 multiplicity=6 charge=+2 homo_ev="-12.59 / -12.59" e_tot_ev=-134077.3467
Co 1.5862 1.6953 -1.7712
C 3.2602 -0.1276 -4.2353
C 3.9533 1.0605 -3.7088
C 5.1465 1.7433 -4.0221
C 5.2010 2.8093 -3.1697
N 4.1192 2.7998 -2.3633
N 3.3416 1.7701 -2.7215
B 3.7824 3.6496 -1.0713
N 3.4827 2.5443 0.1352
C 4.1339 2.4477 1.2691
C 3.6812 1.3488 2.0021
C 2.7006 0.7605 1.1455
C 2.0106 -0.5520 1.1962
N 2.5688 1.5561 0.0594
N 2.5067 4.4305 -1.4028
C 2.2470 5.7596 -1.4858
C 0.8936 5.8885 -1.7017
C 0.3945 4.5585 -1.7802
C -1.0190 4.2747 -2.1253
N 1.3871 3.6948 -1.6237
N 4.9786 4.4845 -0.7173
C 6.2135 3.9416 -0.4491
C 6.9685 4.9902 0.0095
C 6.1477 6.0822 -0.0969
C 6.5037 7.5146 0.1797
N 4.9447 5.7879 -0.5307
H 2.4154 0.0551 -4.9021
H 3.0069 -0.7702 -3.4155
H 3.9095 -0.7844 -4.8064
H 5.9032 1.4262 -4.7531
H 5.9108 3.6217 -3.0206
H 4.8183 3.2316 1.4418
H 4.1350 0.9756 2.9757
H 2.7696 -1.3332 1.0167
H 1.2555 -0.6778 0.3663
H 1.6278 -0.7646 2.1294
H 3.0173 6.4989 -1.2642
H 0.3830 6.8046 -1.7685
H -1.5847 5.2058 -2.0097
H -1.3467 3.5206 -1.4128
H -1.0736 3.8545 -3.1431
H 6.3734 2.9476 -0.6648
H 8.0352 4.9700 0.1222
H 6.9785 7.5872 1.1504
H 5.5579 8.0575 0.1925
H 7.2072 7.9507 -0.5493
C -5.9039 -5.0694 2.2451
S -6.6305 -3.4417 2.4007
C -5.5237 -2.4182 1.3305
C -4.0670 -2.5935 1.6805
C -3.1228 -1.7674 0.8869
N -1.6547 -2.0454 0.9961
P -1.0004 -1.7449 2.5409
C -1.3693 -3.0409 3.6773
C -1.7479 -4.3067 3.2453
C -1.9745 -5.2766 4.1736
C -1.6021 -5.0606 5.5109
C -1.1132 -3.8010 5.8851
C -0.8995 -2.7993 4.9627
C -1.6351 -0.1933 3.1532
C -2.5509 -0.1180 4.1966
C -3.2311 1.0973 4.5230
C -3.0097 2.1857 3.6907
C -2.0912 2.1231 2.6432
C -1.4111 1.0038 2.3907
P -0.7580 -2.7102 -0.3032
C -1.6903 -4.2213 -0.7731
C -2.8723 -4.3564 -1.4862
C -3.4406 -5.5837 -1.8041
C -2.7889 -6.7236 -1.3154
C -1.5995 -6.6299 -0.5463
C -1.0617 -5.3862 -0.2625
C -1.0356 -1.5527 -1.6787
C -0.6459 -1.8909 -2.9869
C -1.0662 -1.1736 -4.1367
C -2.1025 -0.1009 -4.0863
C -2.3500 0.3928 -2.6270
C -1.3804 -0.1766 -1.4567
H -6.7441 -5.7205 2.4331
H -5.0102 -5.2498 2.9069
H -5.6264 -5.1483 1.1743
H -5.7662 -1.3393 1.3260
H -5.6173 -2.8220 0.3482
H -3.8188 -3.7006 1.5452
H -4.0061 -2.4748 2.7828
H -3.2439 -0.7042 1.1606
H -3.3441 -1.7234 -0.1493
H -1.9130 -4.5248 2.1549
H -2.2938 -6.2013 3.7482
H -1.8286 -5.8702 6.2376
H -0.9241 -3.5067 6.8857
H -0.5392 -1.8323 5.3025
H -2.7789 -0.9951 4.8047
H -3.9416 1.1010 5.3552
H -3.6135 3.1480 3.8923
H -1.9863 2.9266 1.9843
H -0.6664 1.0680 1.6275
H -3.4472 -3.5503 -1.7904
H -4.3599 -5.6780 -2.3297
H -3.3068 -7.7285 -1.3772
H -1.2132 -7.5678 -0.0408
H -0.1105 -5.2618 0.3013
H -0.0553 -2.8021 -3.0431
H -0.7972 -1.4881 -5.1347
H -2.9228 -0.0676 -4.8303
H -3.3518 0.7107 -2.4537
H -1.6268 0.0064 -0.4307
N -0.3602 0.8865 -2.0099
C -1.2405 1.2508 -2.9142
N -1.3037 1.4254 -4.2727
C -0.1354 1.6388 -4.9693
N 0.7901 1.8851 -5.6008



118
Properties=species:S:1:pos:R:3 method="wB97M-V/def2-TZVPD" s_squared=0.766 multiplicity=2 charge=-1 homo_ev="-1.23 / -4.87" e_tot_ev=-88324.9955
C 3.1309 -0.6137 0.3808
C 3.1808 -1.6002 -0.7429
N 3.2727 -2.3234 -1.6313
H 4.0579 -0.4193 0.9203
H 2.5430 -1.1063 1.1552
H 2.5847 0.2188 -0.0629
C 0.3797 -5.0216 -2.7720
C 1.2786 -6.1227 -2.3155
N 1.9946 -6.9264 -2.0104
H -0.5386 -5.4820 -3.1364
H 0.7477 -4.3206 -3.5213
H 0.2385 -4.4962 -1.8275
C 0.9258 -1.1230 -6.6493
C 0.1130 -1.7424 -5.6185
N -0.4581 -2.2728 -4.7831
H 1.9414 -1.2522 -6.2750
H 0.6672 -0.0882 -6.8734
H 0.8475 -1.6138 -7.6194
C -0.6348 -7.0578 2.2161
C -0.9267 -6.0096 1.2613
N -1.1751 -5.2088 0.4964
H -1.1476 -7.9898 1.9785
H -0.9665 -6.6637 3.1767
H 0.4421 -7.2252 2.1964
C -4.0055 -3.7492 1.3260
C -4.2175 -3.4222 -0.1807
N -4.3897 -3.1857 -1.2859
H -2.9813 -3.7020 1.6961
H -4.3169 -4.7928 1.3718
H -4.5323 -2.9660 1.8711
C -4.2444 -0.9381 -4.1660
C -4.1970 0.4893 -4.2308
N -4.0916 1.6758 -4.2642
H -4.2760 -1.2818 -5.1999
H -5.1778 -1.3746 -3.8106
H -3.4861 -1.4636 -3.5855
C 2.0391 0.7427 -3.1292
C 2.9394 1.8395 -3.2785
N 3.5989 2.7927 -3.3853
H 1.5974 0.6770 -4.1236
H 1.3362 0.7879 -2.2973
H 2.7717 -0.0439 -2.9483
C 3.8829 3.2642 -0.0157
C 2.5236 3.0939 0.4987
N 1.4401 2.9744 0.8981
H 4.4417 2.4157 0.3791
H 4.3988 4.1742 0.2907
H 3.9320 3.2083 -1.1032
C -0.5640 2.3587 3.8726
C 0.5612 2.0722 4.6596
C 0.4157 1.8631 6.0291
C -0.8499 1.7795 6.5272
C -1.9672 1.7608 5.7292
C -1.8307 2.1271 4.3798
N -1.1206 1.4245 7.8969
O -2.1170 0.7804 8.2955
O -0.3703 1.9075 8.6749
H -0.3124 2.6800 2.8726
H 1.5766 2.2135 4.3199
H 1.2144 1.9827 6.7461
H -2.9642 1.4479 6.0023
H -2.6384 2.1168 3.6629
C -1.4819 0.0551 -1.7419
C -1.0869 0.8805 -0.6598
C -0.6817 0.3271 0.5874
C -0.6618 -1.0454 0.7292
C -1.1934 -1.8589 -0.3086
C -1.6111 -1.2337 -1.4749
N -0.5115 -1.5216 2.0764
O 0.3938 -1.1342 2.8495
O -1.3098 -2.3716 2.3698
H -1.8475 0.4833 -2.6635
H -1.2101 1.9384 -0.8390
H -0.4172 1.0931 1.3013
H -1.2741 -2.9333 -0.2334
H -1.7816 -1.9057 -2.3031
C -2.4501 6.2610 4.1858
C -3.2394 5.2835 3.4977
C -3.0217 4.9933 2.1585
C -1.9675 5.5829 1.4704
C -1.2179 6.5786 2.1123
C -1.4674 6.9705 3.4843
N -1.7768 5.1456 0.0285
O -1.1332 5.8955 -0.7123
O -2.3032 4.1121 -0.3380
H -2.7649 6.5490 5.1780
H -4.0108 4.8240 4.0978
H -3.6585 4.2653 1.6779
H -0.4421 7.1099 1.5809
H -0.8732 7.7510 3.9360
C -0.3146 2.8504 -5.7002
C -0.1718 3.1791 -4.3494
C 0.1288 4.5012 -3.9611
C 0.4008 5.4158 -4.9354
C 0.1595 5.1339 -6.3125
C -0.2106 3.8792 -6.6437
N 0.8871 6.7550 -4.5652
O 1.1083 6.9929 -3.3655
O 1.0327 7.6568 -5.4069
H -0.5580 1.8135 -5.8786
H -0.5171 2.5167 -3.5694
H 0.2088 4.7784 -2.9204
H 0.2367 5.8518 -7.1156
H -0.3869 3.5665 -7.6623
C 2.0174 -4.1696 3.0743
C 2.1753 -4.9216 1.9160
C 3.1358 -5.9146 1.7813
C 3.8935 -6.2677 2.9243
C 3.7799 -5.4937 4.1053
C 2.8333 -4.4869 4.1678
N 4.9011 -7.3599 2.8141
O 5.7728 -7.4970 3.6942
O 4.9824 -7.9292 1.7442
H 1.2223 -3.4392 3.0490
H 1.5113 -4.6132 1.1220
H 3.2673 -6.5724 0.9349
H 4.3914 -5.6196 4.9866
H 2.5963 -3.9714 5.0868